C4H12N2O2P | ωB97M-V/def2-TZVPD

Last column: Löwdin charge in e.
Cartesian coordinates (Å):
1 C -1.60219 -1.15910 1.62278  -0.19
2 N -0.45829 -0.52676 1.00784  -0.32
3 C 0.68557 -0.65438 1.88682  -0.19
4 P -0.88420 1.19584 0.64328  0.32
5 O -0.23686 2.20792 1.65195  -0.42
6 O -2.33226 1.26644 0.45252  -0.35
7 N -0.15566 1.33022 -0.84968  -0.37
8 C -0.31569 0.23248 -1.77977  -0.14
9 C 1.09039 1.97981 -0.95446  -0.21
10 H -2.47663 -0.41127 1.58683  0.07
11 H -1.68349 -2.06659 1.05733  0.05
12 H -1.41223 -1.24240 2.75957  0.08
13 H 1.13685 -1.68189 1.93507  0.08
14 H 1.33021 0.06851 1.48484  0.03
15 H 0.43401 -0.28221 2.90635  0.07
16 H 0.67138 -0.24430 -1.93101  0.07
17 H -1.16265 -0.27986 -1.31661  0.06
18 H -0.50383 0.76425 -2.80215  0.10
19 H 1.20051 2.68902 -0.05403  0.09
20 H 2.09173 1.34214 -0.99945  0.09
21 H 1.09440 2.39359 -2.00762  0.07

## Properties
* 2S+1: 1
* strongest force on any atom: 4.23 eV Å⁻¹
* DFT total energy: -20708.73147 eV
* HOMO-LUMO gap: 8.36 eV
* SMILES string: CN(C)P(=O)([O-])N(C)C
* ΔE to the lowest compared entry with this formula, charge and spin: 1.212 eV
* HOMO level: -0.1625 Eh
* net charge: -1

C4H12N2O3 | ωB97M-V/def2-TZVPD

Last column: Löwdin charge in e.
Cartesian coordinates (Å):
1 C 0.51298 -0.78362 1.77880  -0.05
2 C -0.31678 -0.57159 0.51214  -0.36
3 N -0.45398 -1.76636 -0.29630  0.06
4 C 0.42561 0.46466 -0.34899  -0.45
5 O 1.61847 0.35397 -0.58655  0.03
6 N -0.25481 1.51868 -0.85934  0.11
7 C -1.65351 1.91868 -0.72310  -0.25
8 O -1.76584 3.30369 -0.57164  -0.03
9 H 1.56303 -0.73559 1.53251  0.06
10 H 0.34289 0.01383 2.52696  0.08
11 H 0.28249 -1.66020 2.36860  0.07
12 H -1.28802 -0.15813 0.74814  0.11
13 H -1.28825 -2.28037 -0.07870  0.07
14 H 0.37052 -2.32594 -0.44182  0.04
15 H 0.34712 2.16320 -1.35007  0.15
16 H -2.19119 1.63950 -1.62621  0.13
17 H -2.12353 1.38922 0.10933  0.11
18 H -1.36649 3.60352 0.26350  0.11
19 O 2.36479 -2.43793 -1.01768  -0.07
20 H 2.79366 -1.91765 -0.32727  0.04
21 H 2.08085 -1.73156 -1.61230  0.03

## Properties
* 2S+1: 1
* strongest force on any atom: 1.57 eV Å⁻¹
* DFT total energy: -13465.45415 eV
* HOMO-LUMO gap: 9.62 eV
* SMILES string: C[C@H](N)C(=O)NCO.O
* ΔE to the lowest compared entry with this formula, charge and spin: 0.847 eV
* HOMO level: -0.3332 Eh
* net charge: 0

C4H12N2O3 | ωB97M-V/def2-TZVPD

Last column: Löwdin charge in e.
Cartesian coordinates (Å):
1 C -0.99859 0.15793 -0.74128  -0.26
2 C 0.32131 0.45638 -0.32613  -0.26
3 C 0.79534 -1.53906 -0.21364  -0.29
4 C 2.29739 -1.56991 -0.13039  -0.09
5 N -1.31569 2.10959 -0.91092  -0.07
6 N -1.75716 2.64026 0.31055  -0.09
7 O -1.90923 -0.29787 0.17204  0.00
8 O 0.57142 0.87766 0.94714  0.01
9 O 0.12696 -1.91792 0.97411  -0.07
10 H -1.47527 -0.96570 0.74000  0.09
11 H -0.27700 0.99536 1.40819  0.10
12 H 0.74158 -1.82376 1.71450  0.11
13 H -2.14832 2.01801 -1.49181  0.05
14 H -1.14265 -0.18911 -1.76098  0.14
15 H 1.00857 0.85679 -1.06091  0.14
16 H 0.39142 -2.12964 -1.03712  0.12
17 H -0.98706 3.04157 0.83093  0.06
18 H -2.29905 1.99669 0.89071  0.06
19 H 2.65407 -0.83844 0.59980  0.08
20 H 2.73272 -1.32566 -1.09886  0.08
21 H 2.66925 -2.55317 0.18407  0.08

## Properties
* 2S+1: 1
* strongest force on any atom: 5.76 eV Å⁻¹
* DFT total energy: -13460.79927 eV
* HOMO-LUMO gap: 7.73 eV
* ΔE to the lowest compared entry with this formula, charge and spin: 5.502 eV
* HOMO level: -0.2606 Eh
* net charge: 0

C4H12N2O3 | ωB97M-V/def2-TZVPD

Last column: Löwdin charge in e.
Cartesian coordinates (Å):
1 C -2.61614 1.14656 0.76621  -0.08
2 O -1.94782 1.20512 -0.48486  -0.10
3 C -0.87326 0.33156 -0.61981  -0.70
4 C -0.45683 0.37169 -2.09341  0.02
5 O 0.26856 0.86124 0.20680  -0.04
6 O -1.15474 -0.90714 -0.17134  -0.01
7 H -3.36009 1.93980 0.74134  0.09
8 H -1.91239 1.31347 1.58635  0.09
9 H -3.10292 0.17875 0.89655  0.09
10 H -1.25772 -0.05847 -2.68755  0.09
11 H -0.28557 1.39725 -2.40849  0.08
12 H 0.44767 -0.21429 -2.22443  0.07
13 H 0.37706 1.79241 -0.01917  0.09
14 H -0.26561 -1.42289 0.16272  0.08
15 H 0.96581 -2.02208 1.76666  0.08
16 N 1.07079 -1.92082 0.75956  0.07
17 C 2.09232 -1.25660 0.38952  -0.35
18 N 3.08058 -0.76635 1.17068  0.11
19 H 2.23927 -1.12525 -0.67652  0.12
20 H 2.92033 -0.69211 2.16388  0.10
21 H 3.77070 -0.15184 0.77528  0.09

## Properties
* 2S+1: 1
* strongest force on any atom: 1.85 eV Å⁻¹
* DFT total energy: -13465.04907 eV
* HOMO-LUMO gap: 10.38 eV
* SMILES string: COC(C)(O)O.[H]/N=C\N
* ΔE to the lowest compared entry with this formula, charge and spin: 1.252 eV
* HOMO level: -0.3565 Eh
* net charge: 0

C4H12N2O4S | ωB97M-V/def2-TZVPD

Last column: Mulliken spin population.
Cartesian coordinates (Å):
1 C -0.09216 2.58468 0.36457  0.01
2 C 0.06927 1.16487 -0.13262  0.01
3 C 0.10086 0.08706 0.81833  0.06
4 C -1.79521 -1.56140 -0.68236  1.65
5 N -3.15412 -1.57878 -0.74887  0.06
6 N -1.18631 -2.62334 -0.18087  0.10
7 O 3.71404 -1.32140 1.09866  0.00
8 O 4.40296 -0.93081 -1.05085  0.00
9 O 3.43756 0.96168 0.22870  0.00
10 O 1.02099 -0.61514 1.21777  0.03
11 S 3.13146 -0.40360 -0.10220  0.00
12 H 0.46990 3.28448 -0.25454  0.00
13 H -1.20959 2.86212 0.52959  0.00
14 H 0.36876 2.79673 1.40593  0.00
15 H -0.76332 1.00961 -0.82910  0.01
16 H 1.09408 1.24451 -0.65683  0.01
17 H -0.88404 -0.10722 1.31261  -0.04
18 H -3.76622 -2.38454 -0.23044  0.07
19 H -3.78054 -0.78965 -0.91348  0.00
20 H -0.19967 -2.71639 0.03241  0.00
21 H -1.81913 -3.37745 0.06542  0.04
22 H 3.00811 -1.48810 1.82618  0.00
23 H 5.20965 -0.99728 -0.60450  0.00

## Properties
* 2S+1: 3
* strongest force on any atom: 4.64 eV Å⁻¹
* DFT total energy: -26341.38980 eV
* HOMO-LUMO gap (alpha / beta): 5.60 / 8.39 eV
* HOMO level (alpha / beta): -0.1814 / -0.3559 Eh
* net charge: 0
* <S²>: 2.0057

C4H12N2P | ωB97M-V/def2-TZVPD

Last column: Löwdin charge in e.
Cartesian coordinates (Å):
1 C 1.51822 1.29181 0.46561  -0.27
2 C -0.23979 -0.34633 -0.00108  -0.44
3 C -1.09058 -0.43039 1.26208  -0.02
4 C -0.94637 -0.70404 -1.26832  -0.02
5 N 1.38992 -1.36196 0.04320  -0.21
6 N 0.25063 0.98076 -0.27363  -0.04
7 P 2.56260 -0.25265 0.09963  0.82
8 H 2.00641 2.11442 0.00870  0.08
9 H 1.18364 1.29425 1.55529  0.12
10 H -1.61235 0.48257 1.71907  0.12
11 H -0.47437 -0.85215 2.17171  0.13
12 H -1.89407 -1.09084 1.03175  0.07
13 H -1.32689 -1.69985 -1.10193  0.10
14 H -0.36316 -0.59845 -2.13864  0.08
15 H -1.74037 0.11219 -1.27454  0.13
16 H 1.31414 -2.17086 0.59139  0.03
17 H -0.52957 1.65397 -0.07780  0.20
18 H 0.39843 1.06651 -1.30153  0.17
19 H 2.78120 0.06744 -1.25926  -0.06

## Properties
* 2S+1: 1
* strongest force on any atom: 5.84 eV Å⁻¹
* DFT total energy: -16602.59049 eV
* HOMO-LUMO gap: 9.22 eV
* ΔE to the lowest compared entry with this formula, charge and spin: 2.053 eV
* HOMO level: -0.4723 Eh
* net charge: +1